A single C8H14INS2 molecule in a non-equilibrium geometry, computed with ωB97M-V with the def2-TZVPD basis set.

Calculated values
max |F|: 0.0346 hartree/bohr
HOMO (spin up / spin down): -8.2 / -7.1 eV
energy: -1461.88851 Ha
charge: 0
gap between HOMO and LUMO (spin up / spin down): 8.2 / 6.4 eV

Last column: Löwdin charge in e.
Element x y z (Å)
1 C 0.282 -0.308 -0.141  -0.364
2 C 1.317 0.432 -0.408  -0.418
3 C 0.381 -1.762 0.240  -0.456
4 C 3.160 -2.164 0.057  -0.742
5 C -3.072 1.033 1.224  -0.110
6 C 2.662 1.561 -2.367  -0.354
7 C -1.122 0.263 -0.180  -0.177
8 C -1.679 0.414 1.238  -0.254
9 N 3.549 -0.969 -0.571  -0.611
10 S 1.593 -2.741 -0.703  0.862
11 S 1.998 1.902 -0.705  0.802
12 I 4.714 0.282 0.485  0.780
13 H 0.635 -1.865 1.299  0.088
14 H -0.572 -2.255 0.055  0.074
15 H 3.873 -2.976 -0.152  0.066
16 H 2.984 -2.125 1.140  0.053
17 H -3.466 1.094 2.235  0.069
18 H -3.753 0.431 0.626  0.073
19 H -3.042 2.037 0.805  0.073
20 H 3.276 0.666 -2.287  0.003
21 H 3.254 2.421 -2.668  0.037
22 H 1.835 1.402 -3.053  0.044
23 H -1.760 -0.408 -0.759  0.123
24 H -1.106 1.238 -0.670  0.114
25 H -1.004 1.045 1.820  0.116
26 H -1.722 -0.565 1.718  0.108